1.
Molecular formula: C2H4F3NOS
Method: DFT, ωB97M-V/def2-TZVPD

Each line ends with the natural charge from an NBO analysis.
Element x y z (Å)
C  3.686  0.085  0.215  0.959
H  -0.720  0.692  1.394  0.241
C  -0.591  0.389  0.408  -0.792
F  4.519  -0.193  1.217  -0.310
S  0.417  -1.074  -0.113  1.622
H  -0.224  1.268  0.020  0.239
N  -0.283  -1.438  -1.425  -1.030
F  3.899  1.300  -0.276  -0.317
H  -0.316  -2.322  -1.797  0.388
H  -1.473  -0.022  0.089  0.241
O  0.666  -2.042  0.918  -0.906
F  3.776  -0.830  -0.818  -0.337

- HOMO-LUMO gap (alpha / beta): 7.54 / 9.17 eV
- Calculated total energy: -24659.039 eV
- HOMO (alpha / beta): -8.60 / -10.41 eV

***

2.
Molecular formula: C26H32IrN5O7Si
Method: DFT, ωB97M-V/def2-TZVPD

Each line ends with the Löwdin charge.
Element x y z (Å)
H  -0.834  -4.172  -0.376  0.059
H  2.853  4.026  -1.684  0.134
H  2.278  -2.557  0.818  0.081
C  -0.988  0.385  4.807  0.084
H  -1.646  1.655  -2.844  0.063
C  -0.279  4.589  -3.677  -0.044
H  -2.676  -3.072  -0.628  0.061
O  -2.917  0.309  6.697  0.071
H  -0.460  5.498  -4.234  0.118
H  6.170  1.460  -0.052  0.117
C  -0.925  2.440  -2.904  -0.102
C  -1.578  -1.737  -1.981  -0.610
O  -4.437  0.959  5.316  0.079
N  1.321  0.116  4.162  -0.341
C  -1.260  -2.912  -2.929  -0.105
C  -2.792  -2.109  -1.118  -0.094
H  -0.694  0.066  5.795  0.133
C  -2.318  1.727  0.913  -0.560
H  -0.779  -2.942  2.508  0.092
H  0.269  -4.557  0.927  0.090
H  -2.198  -3.244  -3.386  0.088
O  -1.727  1.418  -0.216  -0.217
O  1.478  -0.575  5.153  0.071
H  -0.803  -3.775  -2.456  0.059
H  1.635  5.200  -2.943  0.117
H  2.514  -0.666  0.545  0.050
H  -1.225  -0.244  -3.507  0.075
Ir  0.254  1.124  -0.384  1.161
N  2.291  3.206  -1.539  0.122
H  -2.139  3.606  -4.191  0.116
H  -2.517  0.183  -2.326  0.065
H  -3.674  1.502  3.076  0.134
C  -2.053  -0.620  -2.905  -0.131
C  -2.292  0.736  4.528  -0.127
H  1.515  -1.326  1.874  0.045
C  2.992  2.164  -0.952  -0.267
C  4.432  0.244  0.332  -0.024
H  -1.980  -2.776  1.247  0.060
H  -3.671  -2.188  -1.766  0.088
H  1.643  -0.772  -2.759  0.027
C  5.101  1.351  -0.171  -0.039
H  -2.805  -1.011  -3.599  0.091
N  0.196  2.247  -2.172  -0.012
Si  -0.006  -1.208  -0.940  0.728
O  -3.343  2.374  0.937  0.074
C  1.089  3.254  -2.226  -0.270
O  0.507  0.736  1.546  -0.228
C  -1.053  -2.358  1.623  -0.072
C  0.099  -2.436  0.603  -0.580
H  1.370  -3.043  2.229  0.092
H  -0.604  -2.595  -3.742  0.076
C  3.072  0.163  0.154  -0.119
C  0.877  4.428  -2.959  -0.008
C  -0.400  0.818  2.462  -0.289
H  -3.007  -1.349  -0.362  0.084
H  4.945  -0.540  0.869  0.120
O  2.237  0.547  3.486  0.074
H  -1.271  -1.348  1.957  0.060
C  1.395  -2.309  1.417  -0.115
H  1.299  -2.497  -2.628  0.021
C  -0.055  0.460  3.795  -0.060
C  -2.662  1.180  3.268  0.075
C  4.373  2.317  -0.829  -0.001
H  0.916  -4.067  -0.639  0.081
C  1.480  -1.589  -2.052  -0.194
H  2.412  -1.738  -1.503  0.019
C  -1.203  3.552  -3.657  -0.036
N  2.338  1.097  -0.475  -0.025
H  4.848  3.195  -1.243  0.117
N  -3.291  0.665  5.595  -0.359
C  -1.747  1.222  2.234  -0.046
C  0.110  -3.885  0.077  -0.100

- HOMO-LUMO gap: 7.72 eV
- Calculated total energy: -59977.940 eV
- HOMO: -8.23 eV

***

3.
Molecular formula: C5H11NO
Method: DFT, ωB97M-V/def2-TZVPD

Each line ends with the natural charge from an NBO analysis.
Element x y z (Å)
H  -2.224  0.944  1.126  0.177
H  0.614  -0.190  1.689  0.210
C  -0.661  -0.587  -0.124  -0.486
C  -0.061  0.468  -0.982  -0.134
O  2.473  -1.906  -1.144  -0.910
H  -0.152  -1.559  -0.338  0.233
H  2.526  -1.401  -1.895  0.457
H  -0.102  1.581  -0.709  0.202
C  0.421  0.143  -2.211  -0.457
H  -1.898  2.405  2.830  0.378
H  -1.826  -0.629  -0.397  0.218
C  -1.415  0.678  1.703  0.012
N  -1.315  1.509  2.806  -0.819
H  2.576  -2.766  -1.653  0.460
H  0.559  -1.042  -2.303  0.180
H  -0.327  1.805  2.996  0.371
H  1.277  0.726  -2.644  0.203
C  -0.465  -0.179  1.252  -0.294

- SMILES string: C=CC/C=C/N.O
- HOMO-LUMO gap: 8.82 eV
- Calculated total energy: -8897.712 eV
- HOMO: -7.92 eV